No. 1
ORCA calculation (wB97M-V/def2-TZVPD) on 2 unconnected molecules or ions with the total composition C30H52BCl2F6I2N3O4.

Element x y z (Å)
I (0.02, 6.01, 2.12)
I (2.50, 4.01, 0.93)
Cl (-3.45, 1.07, -3.21)
Cl (-2.92, -0.24, -5.91)
F (-5.72, 0.34, 1.43)
F (-4.20, -3.35, 5.51)
F (0.66, -1.41, -2.90)
F (-3.64, -4.37, 3.67)
F (-3.63, -5.45, 5.55)
F (-1.63, 2.57, -1.19)
O (-0.13, 1.84, 3.70)
O (-6.60, -4.87, 5.63)
O (-6.42, -4.35, 3.40)
O (4.30, 0.91, -1.37)
N (-0.71, 2.87, -3.93)
N (-0.52, 0.83, -2.33)
N (1.65, 1.21, -0.39)
C (3.52, -0.09, -3.65)
C (-0.08, -0.32, -5.43)
C (-0.12, -0.62, 3.75)
C (-4.32, -4.52, 4.84)
C (-0.49, 3.96, 1.37)
C (3.57, -1.67, -4.08)
C (-1.62, 0.59, -3.32)
C (-1.47, 0.03, -4.72)
C (-6.87, -3.01, 3.50)
C (0.37, 0.53, 1.47)
C (0.18, 2.03, -3.02)
C (-3.66, 1.01, 0.06)
C (0.47, 3.02, 0.76)
C (-0.55, 4.36, -3.65)
C (6.07, -1.37, 1.17)
C (-4.23, 0.51, 1.56)
C (-5.76, -1.99, 3.30)
C (0.38, -0.32, -1.96)
C (-2.24, 0.34, -0.30)
C (-0.50, 0.71, 2.80)
C (0.23, 1.51, 0.17)
C (-2.03, 3.58, 1.60)
C (2.25, -1.41, -0.45)
C (3.36, -1.24, 0.72)
C (6.52, 0.17, 0.88)
C (-5.81, -4.98, 4.57)
C (4.82, -1.91, 0.26)
C (1.80, 0.01, -1.21)
C (-0.99, 1.23, -0.90)
C (7.35, 0.26, -0.57)
B (3.15, 0.26, -2.12)
H (-5.07, -2.31, 2.52)
H (-4.50, 0.56, -0.67)
H (0.59, 2.83, -2.28)
H (-7.43, -2.81, 4.42)
H (7.37, 1.40, -0.89)
H (5.71, -1.44, 2.31)
H (-2.45, 4.24, 2.50)
H (2.87, 0.61, -4.35)
H (-1.99, -0.30, 0.68)
H (5.05, -1.71, -0.87)
H (8.43, -0.16, -0.40)
H (0.92, 0.01, -4.98)
H (0.68, -0.33, 4.58)
H (-7.58, -2.88, 2.68)
H (4.70, -2.04, -4.01)
H (4.14, 1.90, -1.47)
H (-0.49, 2.68, -4.94)
H (-1.12, 4.94, -4.52)
H (7.01, -2.05, 1.04)
H (4.63, 0.29, -3.91)
H (-2.70, 3.93, 0.67)
H (1.36, -2.01, 0.00)
H (3.05, -1.71, 1.77)
H (1.50, 0.43, 1.88)
H (2.95, -2.40, -3.42)
H (1.09, 1.72, -3.69)
H (-5.65, -6.00, 4.18)
H (-4.07, 1.31, 2.39)
H (-6.18, -1.02, 3.03)
H (2.73, -2.11, -1.28)
H (0.12, -0.57, 1.07)
H (5.63, 0.94, 0.88)
H (3.27, -1.87, -5.22)
H (-0.16, -0.98, -1.10)
H (-2.50, -0.56, -1.05)
H (0.57, 4.74, -3.70)
H (-1.00, 2.06, 4.16)
H (7.24, 0.50, 1.75)
H (-3.83, -0.57, 1.83)
H (-1.06, 4.62, -2.63)
H (6.80, -0.37, -1.40)
H (3.60, -0.09, 0.94)
H (-1.08, -1.06, 4.26)
H (-3.79, 2.15, 0.02)
H (0.34, -1.48, 3.05)
H (2.01, 1.97, -0.98)
H (-1.67, 0.59, 2.66)
H (-5.19, -1.84, 4.22)
H (-0.12, 0.10, -6.55)
H (-0.02, -1.51, -5.57)
H (-2.32, 2.50, 1.89)
H (4.76, -3.09, 0.39)

Calculated values
- E_LUMO: -1.9628 eV
- Max |F|: 0.158 Eh/bohr
- E_HOMO: -4.85 eV
- Total charge: 0


No. 2
ORCA calculation (wB97M-V/def2-TZVPD) on a molecular structure, C30H52BrN3P2STc.

Element x y z (Å)
Tc (0.10, -0.26, -0.35)
Br (-7.17, -0.28, -0.15)
S (1.21, -1.50, 1.49)
P (-1.10, 1.56, 0.14)
P (2.01, 0.45, -1.49)
N (-0.50, -1.02, 3.51)
N (1.47, -4.82, -3.65)
N (1.78, -0.61, 3.94)
C (1.22, -3.59, -4.09)
C (-3.86, 2.54, 0.40)
C (-1.81, 4.03, -1.51)
C (1.70, 1.58, -2.91)
C (-3.58, -0.04, -2.20)
C (3.66, -1.86, -1.19)
C (3.21, -0.76, -2.16)
C (-0.14, 1.96, 1.75)
C (-1.50, -1.75, 2.72)
C (3.15, -0.61, 3.45)
C (-1.27, -0.92, -1.69)
C (0.63, -2.57, -3.29)
C (-1.00, 2.74, -1.28)
C (0.33, -2.89, -1.95)
C (-2.76, -0.88, -1.44)
C (-4.93, 0.08, -1.88)
C (-0.21, 3.24, 2.61)
C (2.94, 1.53, -0.28)
C (2.18, 1.15, -4.29)
C (-4.68, -1.56, -0.12)
C (-2.82, 1.48, 0.78)
C (-1.04, -0.10, 4.52)
C (1.16, -5.12, -2.38)
C (4.46, 1.42, -0.33)
C (0.79, -0.99, 3.11)
C (-0.50, -2.02, -1.05)
C (1.65, -0.76, 5.39)
C (-3.36, -1.74, -0.50)
C (0.66, -4.17, -1.48)
C (-5.46, -0.59, -0.76)
H (-5.57, 0.73, -2.46)
H (4.81, 0.46, 0.06)
H (-1.12, 3.28, 3.23)
H (-3.88, 2.77, -0.67)
H (-3.20, 0.49, -3.06)
H (-1.09, -2.72, 2.41)
H (0.65, 3.21, 3.31)
H (4.85, 1.56, -1.35)
H (0.62, 1.71, -2.93)
H (-3.25, 0.48, 0.56)
H (1.73, 0.20, -4.60)
H (-2.39, -1.89, 3.36)
H (-0.14, 4.16, 2.03)
H (-5.10, -2.18, 0.65)
H (0.40, -1.60, -3.73)
H (-4.87, 2.18, 0.63)
H (0.92, 1.78, 1.51)
H (-2.81, -2.57, -0.07)
H (2.58, 1.27, 0.73)
H (2.61, 2.56, -0.48)
H (3.27, 0.08, 2.61)
H (-1.08, -0.74, -2.76)
H (1.30, 0.17, 5.85)
H (2.64, -0.98, 5.76)
H (-2.09, 0.10, 4.27)
H (-0.42, 1.11, 2.41)
H (1.87, 1.91, -5.02)
H (4.04, -2.71, -1.78)
H (3.46, -1.61, 3.12)
H (-1.81, 4.24, -2.59)
H (1.47, -3.35, -5.13)
H (-2.69, 1.52, 1.88)
H (-3.67, 3.45, 0.98)
H (0.97, -1.58, 5.64)
H (2.72, -1.22, -3.02)
H (-0.51, 0.85, 4.54)
H (-1.00, -0.56, 5.52)
H (3.27, 1.07, -4.37)
H (1.32, -6.14, -2.06)
H (-1.80, -1.19, 1.81)
H (4.09, -0.23, -2.57)
H (-1.02, -2.70, -0.34)
H (2.11, 2.57, -2.65)
H (-2.85, 3.98, -1.19)
H (0.06, 3.03, -1.27)
H (4.91, 2.20, 0.29)
H (3.79, -0.27, 4.27)
H (4.47, -1.55, -0.51)
H (-1.35, 4.88, -1.00)
H (-1.14, 2.10, -2.17)
H (0.49, -4.42, -0.44)
H (2.81, -2.21, -0.59)

Calculated values
- <S²>: 3.80
- ΔE to the lowest compared entry with this formula, charge and spin: 24.1 kJ/mol
- E_LUMO (spin up / spin down): -13.5986 / -14.9460 eV
- Max |F|: 0.099 Eh/bohr
- 2S+1: 4
- E_HOMO (spin up / spin down): -19.34 / -19.33 eV
- Total charge: +4